The following is a DFT calculation (ωB97M-V/def2-TZVPD) of a 2-piece molecular cluster, HIN3P overall in a non-equilibrium geometry.

The geometry in ORCA input format:
```
! RIJCOSX wB97M-V def2-TZVPD def2/J DEFGRID3
* xyz 0 1
H -0.566 0.916 0.708
N -1.202 0.671 0.059
P -0.599 0.144 -1.271
I -2.279 -1.304 -2.259
N 1.962 -0.063 1.776
N 2.683 -0.365 0.987
*
```

The structure (SMILES) is [H]/N=P/I.N#N. The value obtained for the HOMO-LUMO gap is 8.57 eV. The energy above the lowest of the compared OMol25 structures with the same formula, charge and spin comes out at 28.0 kJ/mol. For the energy, the calculation gives -21876.3782 eV.

Löwdin population analysis, charges in e, atoms 1 to 4: number 1, H, carries -0.14; number 2, N, carries -0.38; number 3, P, carries 0.28; number 4, I, carries 0.21